# C41H78N4O11

6 unconnected molecules or ions with the total composition C41H78N4O11 in a non-equilibrium geometry (ωB97M-V/def2-TZVPD, the Open Molecules 2025 dataset).

```
134
Properties=species:S:1:pos:R:3:forces:R:3
H 3.26935 -3.47000 -1.07714 -1.08 0.34 0.83
N 2.35875 -3.43270 -0.54155 0.29 4.41 3.94
C 2.40778 -2.37841 0.36673 1.28 -2.62 -3.17
C 3.81064 -1.49195 0.37377 -0.57 0.20 0.33
C 1.15783 -2.00651 1.38948 0.14 -0.49 -1.72
C 0.27134 -0.83369 0.66379 -2.48 2.43 -1.78
C 0.41011 0.80038 0.99628 -2.12 -1.28 -2.01
N 1.47515 1.16665 2.04083 -1.67 0.26 -1.89
C -0.54953 1.94383 0.24124 -0.02 -3.15 -0.34
C -0.35818 3.51123 0.68425 -0.27 -0.36 0.16
C -0.03418 4.54712 -0.54441 1.83 0.92 0.89
O -1.24764 5.14945 -1.13208 1.78 2.70 -0.18
C -1.11891 6.60510 -1.29969 -5.17 3.84 3.44
C 0.01452 7.39605 -2.18159 -0.27 -1.25 -0.39
O -2.06838 7.36813 -0.69159 6.11 -5.17 -4.06
C -1.67549 1.48651 -0.90289 2.48 -1.84 1.57
N -2.58500 2.43739 -1.64685 3.28 -3.14 -3.94
C -2.15274 2.51302 -2.97662 -1.12 0.05 1.68
C -3.26020 2.39790 -4.22461 1.22 0.27 -0.06
C -0.59332 2.76251 -3.43407 -0.02 -0.08 -0.92
C -1.78668 -0.11704 -1.20213 2.46 0.84 1.50
C -0.86928 -1.23557 -0.43699 1.07 3.24 0.32
C -1.40271 -2.65529 -1.04835 3.42 -4.31 -0.20
O -0.82286 -3.84110 -1.24714 -4.08 8.10 1.38
N -2.87832 -2.29759 -1.32717 2.14 0.18 -2.90
O -3.14882 -1.68769 -0.12871 -3.02 -0.70 3.28
C -4.33631 -2.27957 0.50578 -1.06 -0.41 1.86
C -4.15255 -2.17101 2.16435 0.89 1.19 -0.09
C -3.77766 -0.65912 2.67913 -0.05 0.13 1.15
O -3.05059 -3.05958 2.61496 0.08 1.58 -1.06
C -2.73686 -1.01976 -2.18179 -0.95 2.53 -4.70
O -3.23010 -0.76914 -3.41317 3.21 -1.83 8.39
H 4.70464 -2.24773 0.49896 -1.82 1.58 0.00
H 3.77138 -0.68705 1.25265 0.29 -1.79 -1.96
H 3.99203 -0.93949 -0.66449 -0.68 -1.17 2.25
H 0.48665 -2.98410 1.43238 1.44 2.11 -0.02
H 1.59129 -1.72552 2.43991 -1.02 -0.28 -2.17
H 2.15091 1.85247 1.61607 -1.12 -0.86 0.73
H 1.02026 1.56973 2.88955 0.53 -0.29 -1.12
H 0.54874 3.60375 1.44876 -1.89 -0.41 -1.79
H -1.31523 3.87175 1.30087 1.99 -0.71 -1.63
H 0.57313 5.45399 -0.06095 -1.19 -2.02 -0.83
H 0.71132 4.09556 -1.36017 -1.95 0.68 1.71
H 0.94397 6.67735 -2.30621 -1.80 1.69 0.13
H 0.29754 8.42761 -1.70532 -0.70 -2.29 -0.67
H -0.46584 7.61990 -3.24951 1.02 -0.66 2.37
H -4.25690 1.87307 -3.90457 2.08 1.31 -0.38
H -3.41875 3.43938 -4.76675 0.20 -2.12 1.28
H -2.72271 1.69896 -5.02859 -1.12 1.46 1.87
H -0.42662 2.60054 -4.60500 -0.63 0.24 2.57
H 0.19148 2.07098 -2.89616 -1.74 1.48 -0.78
H -0.34694 3.91740 -3.25896 -0.68 -2.59 -0.13
H -4.43044 -3.42254 0.27270 0.19 2.30 0.13
H -5.27965 -1.65276 0.20135 1.70 -1.36 0.41
H -5.13164 -2.49357 2.74460 2.06 0.36 -1.51
H -4.71932 0.06854 2.72826 2.08 -1.56 -0.48
H -2.86180 -0.16418 2.11878 -2.04 -1.06 0.81
H -3.42698 -0.77255 3.81266 -0.77 0.13 -2.40
H -2.16014 -2.61916 2.40454 -2.12 -0.71 0.28
C 1.38930 4.24215 -8.85043 0.10 -0.20 -0.18
C 1.73055 4.28619 -7.37163 -0.12 -0.08 0.01
O 1.41832 3.07750 -6.68323 -0.13 0.10 0.12
C 2.10247 1.90473 -7.11396 0.09 -0.04 0.11
C 3.60924 1.98958 -6.94390 0.10 0.20 -0.09
H 0.35451 3.91874 -9.00034 0.09 0.11 0.07
H 1.52202 5.22899 -9.30363 -0.02 -0.10 0.07
H 2.03249 3.53873 -9.38794 -0.03 0.12 0.01
H 1.13564 5.07472 -6.89868 0.02 -0.26 0.12
H 2.78072 4.55354 -7.21518 0.03 -0.04 -0.07
H 1.83280 1.66332 -8.14746 0.05 0.04 -0.03
H 1.72709 1.08244 -6.49511 -0.13 0.27 -0.02
H 4.04619 2.72934 -7.62080 0.03 -0.10 0.02
H 4.07408 1.02282 -7.16020 -0.06 0.12 0.07
H 3.86829 2.28723 -5.92279 -0.03 -0.13 -0.11
C 8.44015 2.64681 -3.72706 0.26 0.00 -0.13
C 7.38733 1.58102 -3.97388 -0.05 0.10 -0.13
O 7.04221 1.43523 -5.34936 -0.11 0.04 0.02
C 8.08801 1.03286 -6.22878 -0.11 -0.10 0.00
C 8.66228 -0.33328 -5.89658 0.10 -0.07 0.24
H 8.15390 3.59167 -4.19945 -0.04 -0.11 0.10
H 8.57317 2.81243 -2.65386 -0.03 -0.02 -0.11
H 9.40940 2.35445 -4.14237 -0.05 0.03 0.11
H 6.46839 1.86977 -3.45275 -0.01 -0.10 -0.28
H 7.69293 0.61738 -3.55339 0.09 0.01 0.00
H 8.87295 1.79565 -6.26269 0.06 -0.04 0.05
H 7.65046 0.99298 -7.23229 -0.13 0.13 0.24
H 9.20263 -0.31852 -4.94570 0.03 -0.03 -0.10
H 9.36251 -0.65371 -6.67406 -0.10 0.05 0.08
H 7.86503 -1.07824 -5.80827 0.07 0.11 -0.10
C -1.65265 -2.31866 8.31923 -0.21 -0.15 0.06
C -1.67032 -0.80214 8.24771 0.02 -0.10 -0.14
O -2.45543 -0.29616 7.17072 0.03 0.09 -0.09
C -3.84435 -0.61143 7.19258 0.06 0.12 0.00
C -4.56931 -0.05531 8.40570 0.07 -0.04 0.26
H -1.37994 -2.74958 7.35083 0.04 0.09 0.10
H -0.93638 -2.65817 9.07325 -0.04 0.04 -0.08
H -2.63540 -2.71722 8.58898 0.10 0.00 0.03
H -0.64784 -0.44798 8.07891 -0.23 0.10 -0.15
H -1.99774 -0.36458 9.19647 -0.05 -0.06 0.03
H -3.99179 -1.69285 7.10350 -0.01 -0.02 0.08
H -4.27763 -0.16386 6.29147 0.28 -0.02 0.04
H -4.24342 -0.54838 9.32605 -0.10 0.01 -0.05
H -5.64878 -0.20682 8.30948 0.13 0.02 -0.01
H -4.37008 1.01504 8.51979 -0.06 -0.11 -0.10
C -7.84390 -1.92428 -5.94880 0.22 -0.05 -0.20
C -7.75411 -2.28543 -4.47681 -0.04 -0.18 -0.01
O -7.46240 -3.66219 -4.24934 -0.16 0.03 0.04
C -6.21841 -4.14070 -4.75182 0.10 -0.05 0.18
C -5.01410 -3.45222 -4.13366 -0.10 0.29 -0.10
H -8.52757 -2.59938 -6.47291 0.01 0.10 0.12
H -8.19783 -0.89622 -6.06999 0.02 -0.11 0.03
H -6.86873 -2.00160 -6.43918 -0.08 0.08 0.03
H -8.72579 -2.09325 -4.00958 0.14 -0.25 0.04
H -7.02877 -1.65117 -3.95681 0.07 0.03 -0.08
H -6.19660 -4.07294 -5.84456 0.03 0.07 -0.03
H -6.17496 -5.20737 -4.50609 -0.27 0.16 0.01
H -4.95543 -2.40279 -4.43637 0.11 -0.14 0.04
H -4.08848 -3.94337 -4.44908 -0.10 0.05 0.06
H -5.07298 -3.47464 -3.04078 0.04 -0.08 -0.14
C 2.95516 -2.59848 12.10561 0.26 0.00 -0.13
C 1.90234 -3.66427 11.85879 -0.06 0.10 -0.10
O 1.55722 -3.81006 10.48331 -0.10 0.05 0.00
C 2.60301 -4.21242 9.60388 -0.12 -0.10 -0.01
C 3.17728 -5.57856 9.93608 0.10 -0.07 0.24
H 2.66891 -1.65362 11.63322 -0.05 -0.11 0.10
H 3.08818 -2.43286 13.17880 -0.04 -0.02 -0.12
H 3.92441 -2.89083 11.69030 -0.05 0.03 0.11
H 0.98340 -3.37552 12.37992 0.01 -0.10 -0.28
H 2.20794 -4.62790 12.27928 0.08 0.01 0.00
H 3.38795 -3.44963 9.56998 0.06 -0.04 0.06
H 2.16547 -4.25231 8.60037 -0.14 0.12 0.24
H 3.71764 -5.56381 10.88696 0.03 -0.03 -0.10
H 3.87752 -5.89899 9.15860 -0.10 0.05 0.08
H 2.38004 -6.32352 10.02439 0.07 0.11 -0.10
```
Positions in Å, forces in eV/Å.

Results
Net charge: 0
HOMO level (eV): -8.36
Energy above the lowest of the compared OMol25 structures with the same formula, charge and spin (kcal per mole): 413.4
SMILES: [H]/N=C(\C)Cc1c(N)c(CCOC(C)=O)c(N=C(C)C)c2c1C(=O)N(OC[C@H](C)O)C2=O.CCOCC.CCOCC.CCOCC.CCOCC.CCOCC